12
Properties=species:S:1:pos:R:3 method="wB97M-V/def2-TZVPD" spin_multiplicity=3 largest_force_ev_per_a=3.28 de_lowest_kcal_mol=85.3 e_lumo_ev="0.82 / -3.17" e_tot_ha=-646.15497
C -1.388 -0.637 -0.547
C -1.308 -0.023 -1.749
C -0.380 -0.194 0.336
C 0.495 0.653 -0.262
C 1.311 0.645 0.970
N 0.270 -0.177 1.601
S 0.034 1.106 -1.921
H -2.331 -1.183 -0.235
H -1.916 -0.192 -2.579
H 2.694 -0.381 0.888
H 1.856 1.379 1.483
H 0.662 -0.996 2.015